Here is one molecule with the formula C3H5Br from OMol25. Energies are from ωB97M-V with the def2-TZVPD basis set.

```
! RIJCOSX wB97M-V def2-TZVPD def2/J DEFGRID3
* xyz 0 1
C 0.429 0.053 -0.497
C -0.389 0.452 0.780
C -1.273 -0.385 1.344
Br -2.200 0.083 2.905
H 1.390 -0.147 -0.053
H 0.708 0.872 -1.084
H -0.081 -0.835 -1.006
H 0.063 1.338 1.222
H -1.749 -1.213 0.813
*
```

Values from the calculation:
**Lowest unoccupied orbital energy**: 0.03742 Ha
**Energy relative to the best compared isomer or geometry (same formula, charge and spin)**: 5.7 kcal per mole